[1]
The following is a DFT calculation (ωB97M-V/def2-TZVPD) of 3 unconnected molecules or ions with the total composition C24H48Br2N4O4P in a non-equilibrium geometry.

The geometry in XYZ format:
```
83
Properties=species:S:1:pos:R:3:lowdin_charge:R:1
C -4.95 -0.13 0.98 0.019
C -4.03 -0.09 -0.06 -0.113
C -2.57 -0.54 -0.02 -0.086
N -2.32 -1.91 0.51 0.019
C -2.94 -2.60 1.43 -0.016
N -2.41 -3.79 1.67 0.040
C -2.92 -4.76 2.64 -0.093
C -1.87 -5.26 3.65 -0.138
C -1.64 -4.28 4.83 -0.251
O -0.38 -4.53 5.44 -0.062
C -1.31 -3.88 0.81 -0.213
C -0.38 -5.03 0.74 -0.686
Br 1.31 -4.74 1.64 0.781
C -0.64 -6.19 0.13 -0.717
C -1.97 -6.45 -0.56 -0.079
Br 0.68 -7.58 0.18 0.768
C -1.25 -2.72 0.09 -0.109
P 0.05 -2.40 -1.14 0.484
O 0.72 -3.63 -1.55 -0.233
O 1.16 -1.44 -0.44 -0.130
O -0.46 -1.61 -2.45 -0.104
H -5.43 -1.10 1.21 0.066
H -5.22 0.72 1.63 0.080
H -4.36 0.37 -1.01 0.115
H -1.91 0.15 0.52 0.141
H -2.22 -0.55 -1.06 0.106
H -3.81 -2.27 2.00 0.156
H -3.42 -5.60 2.12 0.135
H -3.72 -4.27 3.22 0.138
H -0.88 -5.44 3.20 0.067
H -2.19 -6.22 4.10 0.133
H -2.40 -4.50 5.61 0.126
H -1.72 -3.22 4.52 0.120
H 0.27 -3.92 5.09 0.087
H -1.82 -6.40 -1.65 0.100
H -2.32 -7.45 -0.28 0.087
H -2.71 -5.71 -0.23 0.070
H 1.91 -1.50 -1.05 0.104
H -0.53 -0.66 -2.31 0.071
C 1.81 1.57 -3.98 -0.081
C 0.42 2.16 -4.17 -0.274
N 0.05 3.11 -3.13 -0.198
C -1.37 3.46 -3.15 -0.260
C -1.91 4.20 -4.37 -0.081
C 0.97 4.22 -2.93 -0.254
C 1.25 5.14 -4.12 -0.074
H 1.92 1.11 -3.00 0.058
H 1.99 0.81 -4.74 0.078
H 2.59 2.33 -4.10 0.072
H -0.29 1.32 -4.14 0.106
H 0.35 2.60 -5.17 0.105
H -1.60 4.04 -2.25 0.111
H -1.94 2.53 -3.04 0.096
H -1.61 5.25 -4.37 0.059
H -3.00 4.19 -4.36 0.073
H -1.59 3.75 -5.31 0.070
H 1.92 3.82 -2.57 0.090
H 0.61 4.83 -2.09 0.115
H 1.42 4.59 -5.04 0.071
H 2.15 5.73 -3.92 0.077
H 0.45 5.86 -4.29 0.058
C 4.13 4.48 2.80 -0.086
C 2.96 3.83 2.08 -0.272
N 3.35 2.78 1.16 -0.191
C 2.28 2.36 0.28 -0.246
C 1.05 1.69 0.90 -0.092
C 4.15 1.70 1.73 -0.243
C 3.56 0.91 2.90 -0.081
H 4.87 4.85 2.10 0.082
H 3.77 5.32 3.40 0.075
H 4.62 3.78 3.48 0.066
H 2.46 4.62 1.50 0.119
H 2.23 3.48 2.82 0.099
H 2.69 1.69 -0.49 0.106
H 1.93 3.24 -0.28 0.096
H 1.25 0.67 1.20 0.036
H 0.24 1.65 0.16 0.053
H 0.67 2.24 1.76 0.070
H 5.10 2.12 2.05 0.104
H 4.43 1.00 0.93 0.114
H 3.08 1.56 3.64 0.068
H 4.35 0.36 3.41 0.074
H 2.83 0.17 2.56 0.049
```

Computed properties:
Total charge   +1
DFT total energy   -6952.3063 Eh
Lowest unoccupied orbital energy   -4.3 eV
Max |F|   2.46 eV/Å



[2]
The following is a DFT calculation (ωB97M-V/def2-TZVPD) of C6H4N4O2 in the gas phase in a non-equilibrium geometry.

The geometry in XYZ format:
```
16
Properties=species:S:1:pos:R:3:lowdin_charge:R:1
O -4.33 -0.77 -0.19 0.091
C -3.25 -0.20 -0.03 -0.479
N -1.91 -0.66 -0.06 0.213
C -1.11 0.42 -0.03 -0.312
C 0.34 0.25 -0.01 -0.189
C 1.22 1.36 -0.17 -0.057
N 2.49 1.11 -0.11 0.082
C 2.93 -0.17 -0.04 -0.112
C 2.06 -1.21 0.09 -0.114
N 0.73 -0.99 0.10 0.128
N -1.73 1.55 0.12 0.191
O -3.12 1.12 0.19 0.051
H -1.61 -1.59 0.04 0.138
H 0.80 2.35 -0.22 0.118
H 4.02 -0.32 0.14 0.120
H 2.47 -2.26 0.18 0.131
```

Computed properties:
Energy relative to the best compared isomer or geometry (same formula, charge and spin)   38.8 kcal per mole
DFT total energy   -600.5179 Eh
Lowest unoccupied orbital energy   -0.6 eV
SMILES string   O=c1[nH]c(-c2cnccn2)no1
Max |F|   3.05 eV/Å



[3]
The following is a DFT calculation (ωB97M-V/def2-TZVPD) of C18H32O16 in the gas phase.

The geometry in XYZ format:
```
66
Properties=species:S:1:pos:R:3:lowdin_charge:R:1
O 0.77 3.15 -2.11 -0.058
C 1.71 2.14 -2.38 -0.153
C 1.99 1.30 -1.13 -0.244
O 2.70 0.14 -1.53 -0.011
C 3.05 -0.72 -0.47 -0.277
O 1.93 -1.20 0.21 -0.039
C 1.22 -2.29 -0.38 -0.155
C 0.89 -3.32 0.73 -0.246
O 0.42 -4.51 0.18 0.023
C -0.10 -2.69 1.73 -0.216
O 0.52 -1.74 2.54 0.018
C -1.33 -2.11 0.95 -0.256
O -1.42 -0.75 1.24 -0.047
C -2.71 -0.17 1.26 -0.168
C -2.58 1.18 2.00 -0.247
O -3.83 1.75 2.27 0.020
C -1.67 2.12 1.19 -0.197
O -0.32 1.75 1.31 -0.025
C -2.14 2.13 -0.31 -0.308
O -1.19 1.52 -1.13 0.018
O -3.37 1.48 -0.43 -0.050
C -3.30 0.08 -0.15 -0.216
C -4.72 -0.47 -0.30 -0.195
O -5.22 -0.26 -1.59 -0.031
O -1.24 -2.37 -0.43 -0.038
C -0.09 -1.78 -1.03 -0.214
C -0.13 -2.09 -2.54 -0.174
O 1.09 -1.85 -3.17 -0.041
C 3.93 0.02 0.55 -0.250
O 4.29 -0.88 1.56 0.031
C 3.17 1.22 1.10 -0.271
O 4.01 1.91 1.99 0.016
C 2.73 2.12 -0.07 -0.251
O 1.93 3.19 0.39 -0.014
H 1.10 3.65 -1.34 0.094
H 1.29 1.52 -3.17 0.135
H 2.65 2.57 -2.75 0.138
H 1.03 1.00 -0.69 0.127
H 3.61 -1.54 -0.93 0.184
H 1.84 -2.78 -1.13 0.166
H 1.81 -3.56 1.26 0.174
H -0.40 -4.32 -0.31 0.099
H -0.46 -3.48 2.40 0.163
H 1.17 -1.27 2.01 0.077
H -2.25 -2.62 1.26 0.174
H -3.39 -0.82 1.83 0.168
H -2.11 1.00 2.98 0.173
H -4.25 1.96 1.42 0.098
H -1.75 3.13 1.60 0.164
H -0.29 0.78 1.26 0.090
H -2.34 3.15 -0.63 0.171
H -0.66 2.19 -1.60 0.074
H -2.65 -0.40 -0.90 0.152
H -4.72 -1.54 -0.14 0.135
H -5.37 0.01 0.45 0.132
H -5.05 0.67 -1.83 0.092
H -0.14 -0.69 -0.90 0.136
H -0.35 -3.16 -2.68 0.136
H -0.94 -1.51 -2.99 0.132
H 1.45 -0.99 -2.90 0.071
H 4.83 0.38 0.02 0.175
H 4.64 -0.36 2.29 0.108
H 2.27 0.87 1.63 0.162
H 3.63 2.78 2.16 0.105
H 3.63 2.59 -0.51 0.176
H 1.13 2.81 0.81 0.083
```

Computed properties:
DFT total energy   -1908.9071 Eh
Lowest unoccupied orbital energy   0.4 eV
SMILES string   OC[C@H]1O[C@H](O[C@H]2[C@H](O)[C@@H](O)[C@@H](O[C@H]3[C@H](O)[C@@H](O)[C@@H](O)O[C@@H]3CO)O[C@@H]2CO)[C@H](O)[C@@H](O)[C@@H]1O
Max |F|   0.82 eV/Å



[4]
The following is a DFT calculation (ωB97M-V/def2-TZVPD) of C6H12O in the gas phase.

The geometry in XYZ format:
```
19
Properties=species:S:1:pos:R:3:lowdin_charge:R:1
C 0.41 -2.62 -0.73 -0.106
C -0.32 -1.32 -0.42 -0.222
C 0.41 -0.09 -0.97 -0.435
C -0.22 1.19 -0.38 -0.211
C 0.24 1.44 0.99 0.003
C -0.65 2.28 1.80 -0.144
O 1.78 -0.09 -0.66 -0.065
H -0.14 -3.49 -0.33 0.070
H 1.41 -2.61 -0.29 0.072
H 0.53 -2.76 -1.81 0.077
H -0.42 -1.21 0.67 0.111
H -1.34 -1.34 -0.83 0.114
H 0.33 -0.08 -2.06 0.145
H -1.31 1.27 -0.56 0.125
H 0.24 2.07 -0.88 0.155
H -1.36 2.94 1.26 0.079
H -0.15 2.81 2.61 0.069
H -1.26 1.49 2.28 0.108
H 1.82 0.26 0.25 0.057
```

Computed properties:
Energy relative to the best compared isomer or geometry (same formula, charge and spin)   82.4 kcal per mole
DFT total energy   -310.9280 Eh
Lowest unoccupied orbital energy   0.1 eV
Max |F|   0.41 eV/Å



[5]
The following is a DFT calculation (ωB97M-V/def2-TZVPD) of C22H30N2O4 in the gas phase in a non-equilibrium geometry.

The geometry in XYZ format:
```
58
Properties=species:S:1:pos:R:3:lowdin_charge:R:1
C -2.06 -3.97 -5.25 -0.082
O -2.54 -2.71 -5.67 -0.095
C -1.88 -1.58 -5.22 -0.195
C -0.80 -1.57 -4.36 0.034
C -0.21 -0.37 -3.97 -0.226
C 0.93 -0.31 -3.06 -0.065
C 1.39 -1.29 -2.29 -0.085
C 2.52 -1.12 -1.32 -0.192
N 2.11 -0.81 0.04 -0.158
C 1.28 -1.82 0.66 -0.171
C 1.16 -1.50 2.15 -0.149
N 0.60 -0.18 2.40 -0.143
C -0.85 -0.10 2.30 -0.102
C -1.32 1.11 3.04 -0.273
C -1.92 2.27 2.64 -0.023
C -2.04 3.08 3.80 -0.025
C -1.51 2.36 4.83 -0.324
C -1.32 2.67 6.27 -0.005
O -1.07 1.17 4.37 0.082
C 1.30 0.86 1.65 -0.284
C 2.65 1.19 2.29 -0.125
C 2.48 1.70 3.73 -0.266
O 2.06 0.71 4.63 -0.078
C 1.47 0.49 0.16 -0.144
C -0.73 0.82 -4.48 -0.041
C -1.81 0.82 -5.33 -0.004
C -2.40 -0.37 -5.71 -0.249
O -3.47 -0.38 -6.55 0.079
H -2.71 -4.70 -5.73 0.095
H -2.14 -4.08 -4.16 0.098
H -1.03 -4.13 -5.56 0.099
H -0.39 -2.50 -3.99 0.101
H 1.43 0.65 -3.03 0.114
H 0.90 -2.26 -2.27 0.101
H 3.18 -0.31 -1.65 0.119
H 3.11 -2.04 -1.27 0.117
H 1.77 -2.80 0.53 0.125
H 0.28 -1.87 0.20 0.121
H 0.54 -2.24 2.65 0.123
H 2.16 -1.53 2.59 0.122
H -1.26 -0.99 2.78 0.133
H -1.22 -0.04 1.27 0.128
H -2.23 2.51 1.65 0.109
H -2.47 4.06 3.85 0.105
H -1.56 3.71 6.45 0.083
H -1.98 2.04 6.88 0.084
H -0.30 2.47 6.56 0.085
H 0.67 1.76 1.70 0.145
H 3.29 0.32 2.28 0.113
H 3.13 1.98 1.71 0.118
H 3.44 2.06 4.11 0.115
H 1.77 2.54 3.74 0.116
H 1.27 0.30 4.25 0.055
H 2.09 1.24 -0.33 0.127
H 0.48 0.50 -0.33 0.121
H -0.28 1.76 -4.20 0.110
H -2.22 1.74 -5.72 0.119
H -3.72 -1.30 -6.70 0.106
```

Computed properties:
Energy relative to the best compared isomer or geometry (same formula, charge and spin)   82.3 kcal per mole
DFT total energy   -1266.7347 Eh
Lowest unoccupied orbital energy   0.6 eV
SMILES string   COc1cc(/C=C/CN2CCN(Cc3ccc(C)o3)[C@@H](CCO)C2)ccc1O
Max |F|   1.04 eV/Å



[6]
The following is a DFT calculation (ωB97M-V/def2-TZVPD) of 3 unconnected molecules or ions with the total composition C3H10O2 in a non-equilibrium geometry.

The geometry in XYZ format:
```
15
Properties=species:S:1:pos:R:3:lowdin_charge:R:1
C 1.15 -3.55 3.99 -0.033
C 1.25 -2.65 3.01 -0.257
C 2.35 -2.58 1.96 -0.105
H 0.21 -3.95 4.35 0.048
H 2.12 -3.87 4.37 0.054
H 0.39 -2.02 2.77 0.085
H 2.61 -1.69 1.41 0.064
H 3.28 -2.91 2.45 0.069
H 2.01 -3.48 1.45 0.075
O -1.24 4.15 -5.20 -0.071
H -0.97 5.03 -4.90 0.033
H -1.66 3.76 -4.43 0.008
O -3.50 4.66 -3.54 -0.062
H -4.23 4.10 -3.28 0.042
H -3.77 5.00 -4.41 0.051
```

Computed properties:
Energy relative to the best compared isomer or geometry (same formula, charge and spin)   34.8 kcal per mole
DFT total energy   -270.7164 Eh
Lowest unoccupied orbital energy   0.8 eV
SMILES string   C=CC.O.O
Max |F|   2.84 eV/Å



Number 1: gap between HOMO and LUMO 0.2090 Eh. Number 2: gap between HOMO and LUMO 0.3410 Eh. Number 3: gap between HOMO and LUMO 0.3829 Eh. Number 4: gap between HOMO and LUMO 0.3211 Eh. Number 5: gap between HOMO and LUMO 0.3122 Eh. Number 6: gap between HOMO and LUMO 0.3685 Eh.